Entry 1:
{
  "formula": "C33H32N2OPS2TcTe",
  "method": "ωB97M-V/def2-TZVPD",
  "elements": ["Tc", "C", "C", "C", "C", "C", "O", "C", "N", "C", "C", "C", "C", "C", "C", "P", "C", "C", "C", "C", "C", "C", "C", "C", "C", "C", "C", "C", "H", "H", "H", "H", "H", "H", "H", "H", "H", "H", "H", "H", "H", "H", "H", "H", "H", "H", "H", "H", "H", "H", "H", "H", "S", "C", "N", "C", "C", "C", "C", "H", "H", "H", "H", "H", "Te", "C", "C", "C", "C", "S", "H", "H", "H"],
  "positions_angstrom": [[0.546, -0.122, -1.398], [1.379, -0.847, -4.298], [2.489, -1.626, -3.606], [1.948, -2.884, -2.935], [3.246, -0.717, -2.642], [4.626, -1.221, -2.230], [4.618, -1.119, -0.775], [3.423, -0.788, -0.363], [2.548, -0.574, -1.313], [3.260, -0.681, 1.091], [4.407, -0.923, 1.851], [4.375, -0.831, 3.233], [3.195, -0.488, 3.868], [2.047, -0.253, 3.121], [2.057, -0.344, 1.735], [0.424, -0.221, 0.951], [-0.415, -1.723, 1.481], [-1.108, -1.786, 2.691], [-1.616, -3.001, 3.130], [-1.429, -4.151, 2.374], [-0.737, -4.094, 1.170], [-0.230, -2.883, 0.726], [-0.408, 1.192, 1.676], [0.310, 2.281, 2.171], [-0.364, 3.353, 2.736], [-1.752, 3.349, 2.798], [-2.472, 2.275, 2.286], [-1.803, 1.197, 1.726], [0.768, -1.487, -4.934], [1.754, -0.015, -4.895], [0.647, -0.400, -3.582], [3.212, -1.928, -4.369], [1.093, -2.660, -2.279], [2.696, -3.402, -2.330], [1.582, -3.588, -3.682], [3.317, 0.279, -3.084], [5.445, -0.611, -2.595], [4.804, -2.264, -2.482], [5.332, -1.179, 1.357], [5.271, -1.026, 3.806], [3.157, -0.411, 4.947], [1.131, 0.004, 3.639], [-1.253, -0.900, 3.296], [-2.150, -3.051, 4.070], [-1.816, -5.097, 2.729], [-0.586, -4.993, 0.587], [0.330, -2.858, -0.205], [1.394, 2.286, 2.147], [0.195, 4.186, 3.140], [-2.274, 4.176, 3.263], [-3.553, 2.271, 2.347], [-2.362, 0.345, 1.364], [-1.602, -0.665, -2.031], [-3.168, -0.259, -1.334], [-4.053, -1.280, -1.306], [-5.345, -1.149, -0.946], [-5.825, 0.081, -0.581], [-4.946, 1.158, -0.586], [-3.617, 0.991, -0.954], [-3.725, -2.197, -1.593], [-5.942, -2.050, -0.974], [-6.864, 0.193, -0.309], [-5.307, 2.142, -0.310], [-2.927, 1.822, -0.965], [1.528, 2.348, -1.403], [0.082, 3.706, -1.133], [-1.209, 3.764, -1.647], [-1.792, 5.029, -1.485], [-0.939, 5.915, -0.867], [0.564, 5.228, -0.500], [-1.694, 2.929, -2.134], [-2.782, 5.298, -1.826], [-1.135, 6.950, -0.626]],
  "charge": 3,
  "s2": 3.806,
  "spin_multiplicity": 4,
  "homo_lumo_gap_ev": [6.501, 6.237]
}

Entry 2:
{
  "formula": "C33H32N5O6RuS",
  "method": "ωB97M-V/def2-TZVPD",
  "elements": ["Ru", "C", "C", "C", "C", "N", "C", "C", "H", "H", "H", "H", "H", "H", "H", "O", "C", "O", "C", "C", "C", "C", "C", "C", "N", "O", "O", "H", "H", "H", "H", "C", "C", "C", "C", "N", "C", "S", "N", "C", "H", "H", "H", "H", "H", "H", "H", "H", "C", "O", "C", "C", "C", "C", "C", "C", "N", "C", "C", "C", "C", "C", "C", "C", "O", "H", "H", "H", "H", "H", "H", "H", "H", "H", "H", "H", "H", "H"],
  "positions_angstrom": [[0.457, 0.241, -0.373], [-5.034, 3.473, -0.612], [-3.730, 2.727, -0.523], [-3.301, 2.149, 0.674], [-2.134, 1.431, 0.716], [-1.358, 1.249, -0.382], [-1.758, 1.818, -1.551], [-2.911, 2.557, -1.644], [-5.305, 3.936, 0.337], [-5.830, 2.767, -0.867], [-5.013, 4.229, -1.396], [-3.887, 2.263, 1.580], [-1.784, 0.977, 1.636], [-1.139, 1.649, -2.411], [-3.184, 3.001, -2.597], [-0.081, -2.380, -3.391], [-0.584, -1.826, -2.442], [-0.107, -0.618, -2.009], [-1.798, -2.388, -1.763], [-2.124, -2.135, -0.435], [-3.255, -2.692, 0.142], [-4.081, -3.508, -0.615], [-3.749, -3.742, -1.926], [-2.622, -3.215, -2.516], [-4.656, -4.594, -2.747], [-5.619, -5.105, -2.177], [-4.378, -4.725, -3.939], [-1.493, -1.526, 0.170], [-3.508, -2.502, 1.179], [-4.971, -3.960, -0.194], [-2.389, -3.436, -3.547], [3.041, -3.131, -4.906], [3.388, -1.935, -4.085], [4.119, -0.861, -4.518], [4.323, 0.213, -3.666], [3.763, 0.234, -2.426], [3.092, -0.815, -2.038], [2.502, -0.873, -0.356], [2.926, -1.886, -2.820], [5.182, 1.378, -4.048], [3.588, -3.131, -5.843], [1.970, -3.113, -5.116], [3.252, -4.059, -4.368], [4.528, -0.862, -5.521], [2.364, -2.660, -2.502], [5.315, 1.453, -5.128], [6.172, 1.240, -3.598], [4.775, 2.307, -3.648], [-1.443, 0.522, 4.972], [-0.272, 0.578, 4.083], [0.394, -0.566, 3.802], [-0.217, -1.785, 3.572], [0.550, -2.919, 3.302], [1.940, -2.853, 3.269], [2.552, -1.646, 3.501], [1.784, -0.506, 3.737], [2.482, 0.676, 4.123], [2.247, 1.939, 3.996], [1.506, 2.776, 3.035], [1.396, 4.078, 3.428], [0.942, 5.095, 2.560], [0.702, 4.817, 1.190], [0.816, 3.548, 0.742], [1.101, 2.458, 1.654], [1.043, 1.260, 1.279], [-2.055, 1.385, 4.736], [-1.117, 0.579, 6.004], [-2.021, -0.384, 4.830], [-1.295, -1.862, 3.624], [0.054, -3.874, 3.137], [2.532, -3.744, 3.090], [3.643, -1.574, 3.510], [3.266, 0.481, 4.736], [2.819, 2.520, 4.711], [1.679, 4.334, 4.448], [0.843, 6.114, 2.931], [0.454, 5.622, 0.506], [0.704, 3.322, -0.299]],
  "charge": 3,
  "s2": 6.049,
  "e_above_lowest_ev": 0.7171,
  "spin_multiplicity": 5,
  "homo_lumo_gap_ev": [7.077, 4.719]
}

Entry 3:
{
  "formula": "C33H33BBr2N13SSeZr",
  "method": "ωB97M-V/def2-TZVPD",
  "elements": ["Zr", "C", "C", "N", "N", "C", "B", "N", "C", "C", "C", "N", "N", "C", "C", "C", "N", "H", "H", "H", "H", "H", "H", "H", "H", "H", "H", "C", "N", "C", "C", "N", "C", "S", "C", "C", "C", "C", "C", "N", "H", "H", "H", "H", "H", "H", "H", "H", "H", "Br", "C", "C", "C", "N", "C", "C", "C", "C", "C", "Br", "C", "C", "N", "H", "H", "H", "H", "H", "H", "C", "N", "C", "C", "N", "C", "C", "Se", "H", "H", "H", "H", "H", "H", "H", "H"],
  "positions_angstrom": [[0.554, -0.025, 0.281], [0.303, 2.844, 3.748], [-0.325, 1.839, 3.025], [0.437, 1.445, 1.995], [1.572, 2.196, 2.053], [1.504, 3.038, 3.094], [2.918, 1.821, 1.375], [2.840, 1.761, -0.160], [3.464, 2.571, -1.014], [3.379, 2.031, -2.287], [2.658, 0.863, -2.124], [2.330, 0.685, -0.827], [3.207, 0.391, 1.853], [4.260, -0.074, 2.531], [3.985, -1.371, 2.930], [2.714, -1.625, 2.438], [2.235, -0.552, 1.787], [-0.061, 3.350, 4.625], [-1.291, 1.414, 3.233], [2.321, 3.701, 3.328], [3.758, 2.584, 1.716], [3.970, 3.459, -0.671], [3.790, 2.425, -3.200], [2.393, 0.156, -2.889], [5.132, 0.537, 2.698], [4.614, -2.029, 3.503], [2.123, -2.517, 2.563], [0.824, -3.705, -3.714], [-0.278, -3.516, -2.782], [-1.193, -4.482, -2.404], [-2.124, -3.890, -1.635], [-1.773, -2.548, -1.535], [-0.633, -2.331, -2.257], [0.164, -0.853, -2.431], [-2.654, -1.483, -1.211], [-3.981, -1.587, -1.602], [-4.823, -0.512, -1.386], [-4.296, 0.618, -0.783], [-2.964, 0.617, -0.421], [-2.124, -0.409, -0.625], [1.016, -4.767, -3.832], [1.716, -3.205, -3.343], [0.572, -3.280, -4.685], [-1.105, -5.510, -2.712], [-2.989, -4.305, -1.147], [-4.335, -2.482, -2.096], [-5.857, -0.548, -1.701], [-4.909, 1.491, -0.602], [-2.534, 1.482, 0.058], [2.865, -6.560, 0.384], [2.153, -4.837, 0.224], [2.797, -3.872, -0.543], [2.255, -2.608, -0.601], [1.127, -2.258, 0.036], [0.500, -3.196, 0.769], [0.981, -4.489, 0.884], [-0.718, -2.746, 1.473], [-1.642, -3.649, 1.973], [-2.787, -3.177, 2.601], [-4.068, -4.365, 3.272], [-2.964, -1.801, 2.707], [-2.000, -0.978, 2.174], [-0.891, -1.413, 1.561], [3.711, -4.109, -1.071], [2.742, -1.834, -1.177], [0.483, -5.223, 1.502], [-1.495, -4.714, 1.873], [-3.842, -1.392, 3.186], [-2.144, 0.091, 2.216], [-2.112, 4.167, 1.176], [-1.658, 4.719, -0.081], [-1.948, 5.996, -0.514], [-1.297, 6.176, -1.681], [-0.618, 5.011, -1.952], [0.240, 4.803, -3.108], [-0.833, 4.127, -0.964], [-0.143, 2.375, -1.070], [-2.706, 4.917, 1.692], [-1.263, 3.903, 1.796], [-2.733, 3.286, 1.015], [-2.594, 6.659, 0.035], [-1.271, 7.026, -2.341], [0.081, 5.613, -3.813], [0.002, 3.856, -3.587], [1.286, 4.786, -2.805]],
  "charge": 3,
  "e_above_lowest_ev": 1.9159,
  "homo_lumo_gap_ev": 6.350
}

Entry 4:
{
  "formula": "C33H33Br4N3O2OsP",
  "method": "ωB97M-V/def2-TZVPD",
  "elements": ["Os", "C", "C", "N", "C", "C", "C", "C", "C", "C", "C", "N", "C", "C", "C", "C", "C", "C", "C", "C", "N", "C", "H", "H", "H", "H", "H", "H", "H", "H", "H", "H", "H", "H", "Br", "C", "C", "Br", "C", "Br", "C", "O", "C", "O", "C", "Br", "C", "C", "C", "P", "C", "C", "C", "C", "C", "C", "H", "H", "H", "H", "H", "H", "H", "H", "H", "H", "H", "H", "H", "H", "H", "H", "H", "H", "H", "H", "H"],
  "positions_angstrom": [[-0.476, -0.172, 0.122], [-3.429, -2.883, 1.902], [-2.803, -1.939, 1.116], [-1.540, -1.610, 1.233], [-0.718, -2.276, 2.094], [-1.229, -3.345, 2.872], [-2.645, -3.616, 2.799], [-0.354, -3.975, 3.815], [0.885, -3.416, 4.065], [1.243, -2.163, 3.536], [0.469, -1.643, 2.507], [0.695, -0.362, 1.840], [0.806, 0.811, 2.534], [1.797, 1.318, 3.362], [1.608, 2.384, 4.216], [0.459, 3.189, 4.169], [-0.528, 2.834, 3.234], [-1.792, 3.467, 3.148], [-2.692, 3.035, 2.186], [-2.323, 2.088, 1.187], [-1.206, 1.348, 1.349], [-0.305, 1.723, 2.333], [-4.468, -3.190, 1.650], [-3.364, -1.303, 0.366], [-3.037, -4.344, 3.465], [-0.698, -4.825, 4.406], [1.467, -3.942, 4.805], [2.057, -1.604, 4.025], [2.745, 0.765, 3.347], [2.328, 2.524, 5.036], [0.390, 4.062, 4.809], [-1.922, 4.364, 3.846], [-3.667, 3.484, 2.074], [-3.047, 1.761, 0.466], [-3.818, -2.187, -5.795], [-3.459, -1.298, -4.228], [-3.868, 0.056, -3.960], [-4.903, 1.004, -5.187], [-3.573, 0.691, -2.724], [-4.219, 2.435, -2.234], [-2.525, 0.078, -1.984], [-1.761, 0.781, -1.116], [-2.133, -1.305, -2.198], [-1.224, -1.721, -1.320], [-2.776, -1.973, -3.236], [-2.494, -3.860, -3.105], [0.569, 0.417, -3.936], [1.393, -0.363, -2.929], [1.174, -1.875, -3.055], [1.286, 0.382, -1.196], [2.941, -0.294, -0.402], [4.258, 0.104, -1.066], [2.902, -1.791, -0.027], [1.609, 2.253, -1.344], [2.454, 2.719, -2.574], [0.411, 3.145, -0.974], [-0.190, -0.225, -4.405], [1.236, 0.794, -4.763], [0.071, 1.270, -3.468], [2.468, -0.199, -3.161], [0.247, -2.191, -2.581], [1.980, -2.503, -2.605], [1.135, -2.094, -4.121], [2.903, 0.307, 0.550], [4.460, -0.381, -2.021], [5.069, -0.219, -0.350], [4.331, 1.194, -1.147], [2.655, -2.515, -0.820], [2.239, -1.982, 0.820], [3.896, -2.119, 0.368], [2.317, 2.337, -0.491], [1.835, 2.695, -3.459], [3.316, 2.076, -2.767], [2.783, 3.751, -2.296], [-0.477, 2.875, -1.523], [0.534, 4.194, -1.154], [0.244, 2.988, 0.073]],
  "charge": 1,
  "s2": 6.036,
  "e_above_lowest_ev": 0.0000,
  "spin_multiplicity": 5,
  "homo_lumo_gap_ev": [6.437, 5.324]
}

Entry 5:
{
  "formula": "C33H33BrFMoNO8PTe",
  "method": "ωB97M-V/def2-TZVPD",
  "elements": ["Mo", "C", "C", "C", "C", "C", "C", "C", "F", "C", "C", "C", "O", "C", "C", "N", "C", "C", "O", "O", "H", "H", "H", "H", "H", "H", "H", "H", "H", "H", "H", "O", "C", "O", "H", "C", "C", "C", "C", "C", "C", "C", "C", "C", "C", "C", "C", "C", "C", "H", "H", "H", "H", "H", "H", "H", "H", "H", "H", "H", "C", "C", "O", "P", "O", "Te", "O", "C", "C", "H", "H", "H", "H", "H", "H", "H", "H", "H", "H", "Br"],
  "positions_angstrom": [[0.394, -0.526, 1.081], [0.279, 6.129, -2.594], [1.639, 5.460, -2.519], [2.361, 5.506, -3.855], [3.779, 4.987, -3.699], [3.775, 3.637, -3.029], [4.836, 2.778, -3.173], [4.818, 1.518, -2.578], [5.891, 0.722, -2.761], [3.758, 1.079, -1.846], [2.665, 1.941, -1.689], [1.516, 1.481, -0.917], [1.560, 0.333, -0.412], [0.420, 2.362, -0.805], [0.508, 3.593, -1.377], [1.556, 4.044, -2.081], [2.667, 3.213, -2.263], [-0.860, 2.026, -0.077], [-1.773, 2.827, -0.069], [-0.880, 0.856, 0.473], [0.416, 7.125, -3.015], [-0.193, 6.248, -1.621], [-0.399, 5.572, -3.244], [2.253, 5.986, -1.779], [2.361, 6.532, -4.224], [1.808, 4.891, -4.571], [4.360, 5.696, -3.100], [4.277, 4.909, -4.667], [5.697, 3.068, -3.765], [3.734, 0.097, -1.395], [-0.344, 4.247, -1.267], [3.301, -3.231, 2.157], [2.217, -2.786, 2.439], [1.549, -1.922, 1.714], [1.697, -3.024, 3.379], [-4.438, -0.127, 6.604], [-4.003, 1.073, 6.056], [-2.960, 1.081, 5.140], [-2.342, -0.102, 4.735], [-2.785, -1.299, 5.301], [-3.820, -1.311, 6.224], [-1.233, -0.027, 3.746], [-1.046, -0.828, 2.693], [-2.048, -1.892, 2.367], [-1.749, -3.245, 2.503], [-2.661, -4.221, 2.130], [-3.892, -3.859, 1.597], [-4.197, -2.512, 1.447], [-3.283, -1.539, 1.828], [-5.249, -0.137, 7.322], [-4.476, 2.004, 6.342], [-2.621, 2.018, 4.713], [-2.310, -2.227, 5.010], [-4.146, -2.253, 6.650], [-0.548, 0.799, 3.898], [-0.781, -3.534, 2.897], [-2.405, -5.268, 2.241], [-4.601, -4.619, 1.291], [-5.149, -2.215, 1.025], [-3.509, -0.489, 1.689], [-2.782, -4.656, -2.758], [-1.530, -3.947, -3.221], [-0.783, -3.544, -2.073], [-0.270, -2.070, -1.698], [-0.497, -2.008, -0.179], [-1.125, -0.406, -3.113], [1.306, -2.163, -1.928], [2.035, -3.365, -1.617], [3.480, -2.979, -1.414], [-3.384, -4.954, -3.619], [-3.374, -3.990, -2.129], [-2.540, -5.545, -2.175], [-1.775, -3.075, -3.828], [-0.888, -4.606, -3.810], [1.920, -4.064, -2.448], [1.623, -3.831, -0.720], [3.853, -2.446, -2.292], [4.091, -3.873, -1.272], [3.592, -2.352, -0.531], [1.650, 1.230, 2.528]],
  "charge": -1,
  "s2": 2.016,
  "e_above_lowest_ev": 0.1229,
  "spin_multiplicity": 3,
  "homo_lumo_gap_ev": [6.496, 6.386]
}

Entry 6:
{
  "formula": "C33H33ClCrGeN2O4S2",
  "method": "ωB97M-V/def2-TZVPD",
  "elements": ["Cr", "C", "N", "C", "C", "N", "C", "C", "C", "C", "C", "C", "C", "S", "C", "C", "C", "C", "C", "C", "S", "H", "H", "H", "H", "H", "H", "H", "H", "H", "H", "H", "H", "H", "H", "H", "H", "H", "H", "O", "Cl", "O", "O", "O", "C", "Ge", "C", "C", "C", "C", "C", "C", "C", "C", "C", "C", "C", "C", "C", "C", "C", "C", "H", "H", "H", "H", "H", "H", "H", "H", "H", "H", "H", "H", "H", "H", "H"],
  "positions_angstrom": [[1.734, -1.997, 0.259], [4.011, 0.349, -0.004], [3.841, -1.120, -0.145], [4.725, -1.754, 0.864], [4.374, -3.202, 1.269], [2.885, -3.404, 1.434], [2.543, -3.308, 2.916], [2.422, -4.676, 0.862], [3.274, -5.700, 0.525], [2.744, -6.962, 0.399], [1.345, -7.181, 0.460], [0.441, -6.104, 0.612], [1.033, -4.836, 0.718], [0.093, -3.414, 0.562], [4.295, -1.382, -1.537], [5.578, -1.050, -1.965], [5.925, -1.105, -3.308], [5.064, -1.638, -4.278], [3.715, -1.911, -3.852], [3.310, -1.723, -2.497], [1.628, -1.895, -2.067], [3.690, 0.827, -0.917], [3.385, 0.698, 0.872], [5.049, 0.642, 0.114], [4.726, -1.167, 1.819], [5.663, -1.696, 0.388], [4.973, -3.459, 2.175], [4.684, -3.848, 0.447], [2.917, -4.198, 3.449], [1.415, -3.306, 3.009], [2.973, -2.343, 3.261], [4.353, -5.528, 0.528], [3.428, -7.736, 0.242], [0.989, -8.174, 0.339], [-0.639, -6.196, 0.378], [6.322, -0.743, -1.223], [6.913, -0.725, -3.600], [5.343, -1.882, -5.292], [2.956, -2.486, -4.407], [0.249, 2.629, -3.125], [0.153, 2.350, -1.703], [-1.865, 2.001, -1.463], [0.291, 3.523, -0.750], [1.220, -0.633, 0.868], [-3.340, 0.325, 0.419], [-2.814, 2.128, -0.076], [-2.259, 2.834, 1.739], [-3.032, 3.719, 2.506], [-2.753, 3.921, 3.845], [-1.582, 3.367, 4.405], [-0.785, 2.518, 3.666], [-1.184, 2.222, 2.360], [-4.561, 3.004, -0.152], [-5.467, 2.810, 0.863], [-6.846, 3.034, 0.632], [-7.297, 3.688, -0.551], [-6.291, 4.261, -1.399], [-6.597, 5.105, -2.502], [-5.626, 5.430, -3.467], [-4.373, 4.788, -3.415], [-4.072, 3.953, -2.357], [-4.918, 3.795, -1.281], [-3.946, -0.127, -0.410], [-3.864, 0.321, 1.368], [-2.429, -0.293, 0.511], [-3.784, 4.312, 1.971], [-3.446, 4.536, 4.396], [-1.319, 3.422, 5.488], [0.152, 2.123, 4.033], [-0.591, 1.519, 1.802], [-5.147, 2.323, 1.780], [-7.509, 2.619, 1.420], [-8.319, 3.750, -0.840], [-7.619, 5.469, -2.691], [-5.816, 6.135, -4.288], [-3.652, 4.992, -4.183], [-3.082, 3.464, -2.228]],
  "charge": 3,
  "s2": 0.800,
  "spin_multiplicity": 2,
  "homo_lumo_gap_ev": [2.747, 2.781]
}

Which formula does entry 6 have? C33H33ClCrGeN2O4S2